Record 1
12 unconnected molecules or ions with the total composition C23H46Cl22N2O4P3. Source: the OMol25 dataset; level of theory: the ωB97M-V functional and the def2-TZVPD basis.

Results
frontier orbital gap: 0.2275 Ha
DFT total energy: -339110.4841 eV
charge: +1

Each atom is followed by the atoms it is bonded to, with distances in Å.
Geometry (Å):
1 C 4.35728 3.10040 3.98763  C2 1.673, H22 1.193, H23 1.170, H24 1.194
2 C 3.94384 3.08203 2.36687  C1 1.673, O3 1.470, H25 1.174, H26 1.170
3 O 2.78179 3.97438 2.24550  C2 1.470, P4 1.747
4 P 1.73975 3.52889 0.91602  O3 1.747, O5 1.580, C6 1.908, O19 1.777
5 O 2.34307 3.80120 -0.51873  P4 1.580
6 C 1.08870 1.75958 1.20726  P4 1.908, C7 1.650, H27 1.194, H28 1.177
7 C 0.81912 0.88367 -0.16425  C6 1.650, C8 1.674, H29 1.195, H30 1.171
8 C 1.69150 -0.54492 -0.15287  C7 1.674, C9 1.630, N16 1.490
9 C 0.94988 -1.77679 0.61590  C8 1.630, P10 1.910, C13 1.677
10 P -0.73006 -1.74506 1.52423  C9 1.910, C11 1.910, C12 1.948
11 C -1.92063 -3.11912 0.93972  P10 1.910, H31 1.171, H32 1.193, H33 1.185
12 C -0.25074 -1.99524 3.39607  P10 1.948, H34 1.177, H35 1.171, H36 1.194
13 C 1.88472 -3.16588 0.52064  C9 1.677, C14 1.635, H37 1.173
14 C 3.25122 -2.84171 -0.31642  C13 1.635, N15 1.473, H38 1.197
15 N 3.77847 -1.60673 -0.92251  C14 1.473, N16 1.359
16 N 3.01207 -0.48699 -0.83960  C8 1.490, N15 1.359, P17 1.821
17 P 3.73578 0.99517 -1.61152  N16 1.821, O18 1.613, H39 1.469, H40 1.442
18 O 5.11227 0.58575 -2.34491  P17 1.613
19 O 0.32488 4.59548 1.05080  P4 1.777, C20 1.471
20 C -0.68072 4.25150 0.03370  O19 1.471, C21 1.672, H41 1.170, H42 1.194
21 C -2.19972 4.01292 0.69169  C20 1.672, H43 1.174, H44 1.181, H45 1.191
22 H 4.95993 4.11235 4.17977  C1 1.193
23 H 4.99298 2.15657 4.26147  C1 1.170
24 H 3.37830 3.04374 4.66850  C1 1.194
25 H 4.85970 3.42288 1.71604  C2 1.174
26 H 3.74064 1.95805 2.11467  C2 1.170
27 H 0.04945 1.87804 1.78298  C6 1.194
28 H 1.75458 1.08789 1.90702  C6 1.177
29 H -0.33678 0.58547 -0.12191  C7 1.195
30 H 0.94104 1.48724 -1.15977  C7 1.171
31 H -1.54077 -4.20166 1.17319  C11 1.171
32 H -2.92647 -2.98030 1.56566  C11 1.193
33 H -2.23163 -2.96289 -0.19316  C11 1.185
34 H 0.08055 -3.10485 3.60618  C12 1.177
35 H -1.06649 -1.58772 4.13021  C12 1.171
36 H 0.73811 -1.34011 3.53123  C12 1.194
37 H 1.56445 -4.19932 0.97295  C13 1.173
38 H 3.95745 -3.79673 -0.46074  C14 1.197
39 H 4.15322 1.92151 -0.55117  P17 1.469
40 H 2.85824 1.60363 -2.58029  P17 1.442
41 H -0.37925 3.35541 -0.65568  C20 1.170
42 H -0.82359 5.18710 -0.69409  C20 1.194
43 H -3.02771 4.28739 -0.09463  C21 1.174
44 H -2.39002 4.69001 1.64104  C21 1.181
45 H -2.38112 2.87078 0.97609  C21 1.191
46 C -4.70569 -3.16016 4.26150  Cl47 1.768, Cl48 1.768, H49 1.093, H50 1.093
47 Cl -3.35679 -2.40167 3.40698  C46 1.768
48 Cl -6.12047 -3.30879 3.21208  C46 1.768
49 H -4.40203 -4.15632 4.59255  C46 1.093
50 H -4.96787 -2.54758 5.12753  C46 1.093
51 C 5.94958 -0.81160 -5.52280  Cl52 1.768, Cl53 1.768, H54 1.093, H55 1.093
52 Cl 7.29849 -0.05311 -6.37732  C51 1.768
53 Cl 4.53481 -0.96023 -6.57222  C51 1.768
54 H 6.25325 -1.80776 -5.19175  C51 1.093
55 H 5.68741 -0.19902 -4.65677  C51 1.093
56 C 5.17436 -4.24602 -7.90248  Cl57 1.768, Cl58 1.768, H59 1.093, H60 1.093
57 Cl 3.68055 -4.89753 -7.21756  C56 1.768
58 Cl 5.83637 -5.33034 -9.13169  C56 1.768
59 H 4.96269 -3.27649 -8.36003  C56 1.093
60 H 5.90893 -4.12405 -7.10277  C56 1.093
61 C -2.60673 -7.00577 2.18684  Cl62 1.768, Cl63 1.768, H64 1.093, H65 1.093
62 Cl -1.06355 -6.30520 1.68398  C61 1.768
63 Cl -3.80912 -5.74554 2.48858  C61 1.768
64 H -2.97285 -7.66476 1.39575  C61 1.093
65 H -2.45489 -7.57965 3.10423  C61 1.093
66 C -4.96725 -10.21117 3.10442  Cl67 1.768, Cl68 1.768, H69 1.093, H70 1.093
67 Cl -4.72019 -8.59573 3.77850  C66 1.768
68 Cl -3.74283 -10.58590 1.88568  C66 1.768
69 H -4.90379 -10.94644 3.91033  C66 1.093
70 H -5.95585 -10.25605 2.64110  C66 1.093
71 C 3.75174 2.49908 -6.77734  Cl72 1.768, Cl73 1.768, H74 1.093, H75 1.093
72 Cl 4.16862 3.78456 -7.91699  C71 1.768
73 Cl 3.62108 3.12715 -5.13009  C71 1.768
74 H 2.79332 2.06241 -7.06869  C71 1.093
75 H 4.53005 1.73262 -6.80520  C71 1.093
76 C 4.84870 -1.54567 2.51196  Cl77 1.768, Cl78 1.768, H79 1.093, H80 1.093
77 Cl 6.02600 -0.58259 3.41279  C76 1.768
78 Cl 3.20480 -0.95267 2.77827  C76 1.768
79 H 5.08055 -1.48482 1.44582  C76 1.093
80 H 4.91027 -2.58483 2.84417  C76 1.093
81 C -5.77310 3.98764 -1.40273  Cl82 1.768, Cl83 1.768, H84 1.093, H85 1.093
82 Cl -5.19960 5.65707 -1.30706  C81 1.768
83 Cl -5.76771 3.22100 0.19013  C81 1.768
84 H -6.79262 3.98373 -1.79603  C81 1.093
85 H -5.11768 3.42399 -2.07110  C81 1.093
86 C -3.69042 5.74147 4.45617  Cl87 1.768, Cl88 1.768, H89 1.093, H90 1.093
87 Cl -1.94787 5.49350 4.62082  C86 1.768
88 Cl -4.09126 6.40374 2.86693  C86 1.768
89 H -4.19952 4.78260 4.58077  C86 1.093
90 H -4.02491 6.43970 5.22727  C86 1.093
91 C -0.98483 0.09286 -3.50049  Cl92 1.768, Cl93 1.768, H94 1.093, H95 1.093
92 Cl -1.18321 -0.72549 -1.94614  C91 1.768
93 Cl 0.72082 0.41144 -3.83844  C91 1.768
94 H -1.39168 -0.54212 -4.29130  C91 1.093
95 H -1.52571 1.04196 -3.47452  C91 1.093
96 C -8.39719 6.74011 -0.03553  Cl97 1.768, Cl98 1.768, H99 1.093, H100 1.093
97 Cl -8.65227 5.96791 -1.60515  C96 1.768
98 Cl -9.41782 8.17251 0.14197  C96 1.768
99 H -8.64328 6.02762 0.75562  C96 1.093
100 H -7.34908 7.03739 0.04865  C96 1.093

Atom charges from the Löwdin analysis, given in e for atoms 1 to 4: -0.08, -0.29, -0.27, 0.79


Record 2
9 unconnected molecules or ions with the total composition C23H46Cl4O21. Source: the OMol25 dataset; level of theory: the ωB97M-V functional and the def2-TZVPD basis.

Results
frontier orbital gap: 0.3995 Ha
SMILES: COC(=O)OC.COC(=O)OC.COC(=O)OC.COC(=O)OC.COC(=O)OC.COC(=O)OC.COC(=O)OC.ClCCl.ClCCl
DFT total energy: -117679.2534 eV

Each atom is followed by the atoms it is bonded to, with distances in Å.
Geometry (Å):
1 C 20.47178 -19.88564 -11.16172  O2 1.416, H7 1.090, H8 1.090, H9 1.090
2 O 19.72112 -19.11840 -10.23816  C1 1.416, C3 1.381
3 C 19.10713 -19.68951 -9.14105  O2 1.381, O4 1.235, O5 1.398
4 O 19.09694 -20.91497 -8.98793  C3 1.235
5 O 18.52096 -18.74142 -8.29687  C3 1.398, C6 1.467
6 C 18.55968 -17.32039 -8.65785  O5 1.467, H10 1.090, H11 1.090, H12 1.090
7 H 20.33830 -19.31348 -12.07983  C1 1.090
8 H 19.89953 -20.78403 -11.39309  C1 1.090
9 H 21.54141 -19.96663 -10.96826  C1 1.090
10 H 17.91264 -17.20647 -9.52759  C6 1.090
11 H 19.55380 -16.98289 -8.95098  C6 1.090
12 H 18.19593 -16.72980 -7.81702  C6 1.090
13 C 21.23334 -28.33419 -7.96748  O14 1.473, H19 1.090, H20 1.090, H21 1.090
14 O 21.26835 -27.66845 -9.28087  C13 1.473, C15 1.409
15 C 22.19116 -26.64917 -9.58736  O14 1.409, O16 1.266, O17 1.339
16 O 22.24382 -26.08664 -10.72038  C15 1.266
17 O 22.95284 -26.31599 -8.53749  C15 1.339, C18 1.459
18 C 23.79583 -25.13118 -8.65616  O17 1.459, H22 1.090, H23 1.090, H24 1.090
19 H 20.28992 -28.85702 -7.81027  C13 1.090
20 H 21.28179 -27.60893 -7.15522  C13 1.090
21 H 22.06291 -29.01357 -7.77163  C13 1.090
22 H 23.20276 -24.27920 -8.32376  C18 1.090
23 H 24.23941 -25.00605 -9.64392  C18 1.090
24 H 24.56019 -25.13368 -7.87908  C18 1.090
25 C 14.23172 -19.59779 -13.64037  O26 1.390, H31 1.090, H32 1.090, H33 1.090
26 O 14.13611 -19.89176 -14.99548  C25 1.390, C27 1.388
27 C 14.94073 -20.89562 -15.51696  O26 1.388, O28 1.248, O29 1.300
28 O 15.86246 -21.40530 -14.84746  C27 1.248
29 O 14.63069 -21.10745 -16.76186  C27 1.300, C30 1.421
30 C 15.12597 -22.20135 -17.52188  O29 1.421, H34 1.090, H35 1.090, H36 1.090
31 H 13.94810 -20.50663 -13.10963  C25 1.090
32 H 13.61859 -18.71668 -13.45110  C25 1.090
33 H 15.22138 -19.32715 -13.27236  C25 1.090
34 H 14.77194 -23.19863 -17.26073  C30 1.090
35 H 16.20584 -22.30848 -17.41936  C30 1.090
36 H 14.90001 -21.99307 -18.56766  C30 1.090
37 C 17.77229 -15.17800 -15.04902  O38 1.402, H43 1.090, H44 1.090, H45 1.090
38 O 17.87807 -14.23929 -14.01300  C37 1.402, C39 1.290
39 C 17.18000 -13.15614 -13.94557  O38 1.290, O40 1.252, O41 1.340
40 O 16.44610 -12.62532 -14.80965  C39 1.252
41 O 17.17514 -12.86711 -12.63669  C39 1.340, C42 1.444
42 C 16.64262 -11.56172 -12.32303  O41 1.444, H46 1.090, H47 1.090, H48 1.090
43 H 16.79376 -15.33163 -15.50397  C37 1.090
44 H 18.10727 -16.12751 -14.63152  C37 1.090
45 H 18.52421 -15.00656 -15.81929  C37 1.090
46 H 16.76544 -11.32425 -11.26633  C42 1.090
47 H 15.56741 -11.46986 -12.47661  C42 1.090
48 H 17.09748 -10.68727 -12.78837  C42 1.090
49 C 17.48572 -14.59624 -0.82669  O50 1.407, H55 1.090, H56 1.090, H57 1.090
50 O 16.97026 -13.37916 -0.34359  C49 1.407, C51 1.379
51 C 16.99100 -12.29694 -1.19799  O50 1.379, O52 1.239, O53 1.337
52 O 17.57811 -12.23971 -2.28764  C51 1.239
53 O 16.46009 -11.21799 -0.61412  C51 1.337, C54 1.415
54 C 15.68802 -11.21522 0.57176  O53 1.415, H58 1.090, H59 1.090, H60 1.090
55 H 16.64681 -15.05476 -1.35022  C49 1.090
56 H 17.74773 -15.36246 -0.09706  C49 1.090
57 H 18.38315 -14.54980 -1.44359  C49 1.090
58 H 16.12624 -11.77163 1.40030  C54 1.090
59 H 14.63909 -11.46459 0.41154  C54 1.090
60 H 15.61062 -10.17724 0.89533  C54 1.090
61 C 22.92082 -7.75104 -12.94601  O62 1.442, H67 1.090, H68 1.090, H69 1.090
62 O 21.96934 -7.11065 -12.07192  C61 1.442, C63 1.404
63 C 21.52168 -7.65216 -10.85592  O62 1.404, O64 1.242, O65 1.447
64 O 20.72480 -7.14317 -10.05017  C63 1.242
65 O 22.16928 -8.93000 -10.65032  C63 1.447, C66 1.432
66 C 22.04833 -9.59921 -9.38987  O65 1.432, H70 1.090, H71 1.090, H72 1.090
67 H 22.42606 -8.44866 -13.62176  C61 1.090
68 H 23.73580 -8.14283 -12.33740  C61 1.090
69 H 23.40244 -7.00528 -13.57845  C61 1.090
70 H 21.58951 -8.91655 -8.67464  C66 1.090
71 H 23.01385 -9.99183 -9.07095  C66 1.090
72 H 21.31625 -10.40328 -9.46494  C66 1.090
73 C 20.37202 -23.72796 -2.30730  O74 1.393, H79 1.090, H80 1.090, H81 1.090
74 O 20.97652 -23.81757 -1.05604  C73 1.393, C75 1.372
75 C 21.28760 -25.05821 -0.55827  O74 1.372, O76 1.232, O77 1.299
76 O 21.10530 -26.14491 -1.10830  C75 1.232
77 O 21.77826 -24.87842 0.63130  C75 1.299, C78 1.421
78 C 21.90466 -25.88921 1.62147  O77 1.421, H82 1.090, H83 1.090, H84 1.090
79 H 19.74372 -22.83760 -2.33211  C73 1.090
80 H 19.58902 -24.48214 -2.38622  C73 1.090
81 H 21.13995 -23.83407 -3.07354  C73 1.090
82 H 22.85528 -26.41638 1.54080  C78 1.090
83 H 21.08261 -26.59237 1.48767  C78 1.090
84 H 21.75100 -25.44059 2.60291  C78 1.090
85 Cl 24.06363 -15.26670 -11.48045  C86 1.778
86 C 25.64302 -16.08314 -11.52520  Cl85 1.778, Cl87 1.788, H88 1.090, H89 1.090
87 Cl 25.68474 -17.67330 -10.70863  C86 1.788
88 H 25.87589 -16.32917 -12.56123  C86 1.090
89 H 26.39093 -15.45495 -11.04135  C86 1.090
90 Cl 24.25413 -24.41724 -18.57536  C91 1.751
91 C 24.10072 -24.17595 -16.84787  Cl90 1.751, Cl92 1.769, H93 1.090, H94 1.090
92 Cl 23.64648 -22.48850 -16.57610  C91 1.769
93 H 23.30941 -24.75666 -16.37384  C91 1.090
94 H 25.04342 -24.44676 -16.37239  C91 1.090

Atom charges from the Löwdin analysis, given in e for atoms 1 to 4: -0.04, -0.07, -0.48, 0.10


no.,maximum force (eV/A)
1,7.62
2,5.07